Entry from the Open Molecules 2025 dataset: a molecular structure, C18H35MgN4S3Si4 (wB97M-V/def2-TZVPD).

Kohn-Sham gap   6.04 eV
Net charge   -1
Max |F|   0.51 eV/A
E   -94663.0019 eV
Molecular weight   540.4 g/mol
HOMO energy   -0.1632 Eh

XYZ file:
```
65
Properties=species:S:1:pos:R:3:mulliken_charge:R:1
Mg 0.16 -1.33 -0.99 1.5344
C -0.05 -0.51 -6.61 -0.8261
S -0.85 0.62 -5.46 -0.0664
C -0.65 -0.35 -3.97 0.3411
S 0.93 -0.65 -3.38 -0.5262
N -1.78 -0.79 -3.49 -1.4094
N -1.59 -1.45 -2.29 1.0604
C -2.26 -2.52 -2.11 -0.7575
C -2.10 -3.26 -0.85 0.8931
C -2.68 -4.51 -0.67 -0.9723
C -2.42 -5.19 0.51 -0.3182
C -1.62 -4.60 1.47 -0.9640
C -1.09 -3.34 1.21 0.0802
N -1.33 -2.68 0.08 0.2249
H 0.03 0.00 -7.57 0.3159
H -0.63 -1.42 -6.74 0.2724
H 0.95 -0.75 -6.26 0.2539
H -2.92 -2.90 -2.89 0.3171
H -3.29 -4.94 -1.45 0.4301
H -2.84 -6.17 0.67 0.4001
H -1.38 -5.09 2.40 0.4266
H -0.45 -2.83 1.92 0.2351
C -2.12 -0.11 2.80 -0.9891
Si -1.57 1.32 1.69 0.3734
C -2.99 1.60 0.47 -1.0910
C -1.53 2.84 2.82 -1.1073
Si 0.39 0.80 0.53 -0.5475
Si 2.06 0.38 2.10 0.3165
C 2.32 1.70 3.44 -1.1326
C 3.72 0.15 1.23 -1.1039
C 1.71 -1.24 3.01 -0.9310
Si 0.99 2.74 -0.63 0.5321
C 2.59 2.48 -1.59 -0.9583
C -0.36 3.19 -1.86 -0.9085
C 1.29 4.27 0.45 -1.1087
H -3.09 0.13 3.25 0.4331
H -1.41 -0.29 3.61 0.2646
H -2.23 -1.03 2.23 0.1438
H -3.95 1.59 0.99 0.3973
H -3.00 0.82 -0.30 0.1782
H -2.89 2.55 -0.05 0.2943
H -2.49 2.96 3.32 0.3734
H -1.32 3.75 2.25 0.2689
H -0.75 2.74 3.58 0.2254
H 2.57 2.67 3.00 0.2235
H 3.12 1.41 4.12 0.3813
H 1.41 1.84 4.03 0.2414
H 4.14 1.10 0.90 0.2651
H 3.60 -0.49 0.35 0.2780
H 4.44 -0.33 1.90 0.3891
H 0.76 -1.21 3.54 0.2500
H 2.50 -1.45 3.74 0.4513
H 1.70 -2.06 2.29 0.0968
H 2.55 1.56 -2.18 0.1620
H 3.45 2.42 -0.93 0.2733
H 2.75 3.32 -2.28 0.3912
H -0.68 2.31 -2.43 0.1127
H 0.01 3.93 -2.58 0.3985
H -1.23 3.61 -1.36 0.2679
H 2.10 4.10 1.15 0.2263
H 0.40 4.54 1.02 0.2223
H 1.56 5.12 -0.18 0.3754
S 3.46 -4.72 -0.02 -0.4715
C 2.35 -3.57 -0.36 0.5661
N 1.55 -2.75 -0.59 -0.9690
```